1.
A cluster of 2 separate species, H4O2 in total, computed with ωB97M-V/def2-TZVPD.

Each atom is followed by the atoms it is bonded to, with distances in Å.
Geometry (Å):
1 O -0.8641 -0.0945 -1.0946  H2 0.969, H3 1.046
2 H -0.3033 -0.5470 -1.7417  O1 0.969
3 H -0.3106 0.0291 -0.2152  O1 1.046
4 O 0.7597 0.0675 0.9663  H5 0.947, H6 1.011
5 H 0.2651 -0.2046 1.7266  O4 0.947
6 H 1.1835 0.9385 1.2563  O4 1.011

Output
ΔE to the lowest compared entry with this formula, charge and spin (kcal per mole): 6.88
Lowest unoccupied orbital energy (eV): 0.503
Maximum force (Eh/bohr): 0.0591
Orbital gap (eV): 10.851
Multiplicity: 1
E_tot (a.u.): -152.86397

***

2.
A cluster of 2 separate species, H4O2 in total, computed with ωB97M-V/def2-TZVPD.

Each atom is followed by the atoms it is bonded to, with distances in Å.
Geometry (Å):
1 O 1.5444 -0.9899 -0.7624  H2 1.183, H3 1.164
2 H 2.4752 -0.8337 -1.4764  O1 1.183
3 H 1.0721 0.0652 -0.6262  O1 1.164
4 O -1.4987 0.9257 0.7597  H5 0.974, H6 1.054
5 H -2.0972 0.2668 0.3641  O4 0.974
6 H -1.8159 1.0157 1.7608  O4 1.054

Output
ΔE to the lowest compared entry with this formula, charge and spin (kcal per mole): 41.87
Lowest unoccupied orbital energy (eV): 0.675
Maximum force (Eh/bohr): 0.1182
Orbital gap (eV): 11.655
Multiplicity: 1
E_tot (a.u.): -152.80821

***

3.
A cluster of 2 separate species, H4O2 in total, computed with ωB97M-V/def2-TZVPD.

Each atom is followed by the atoms it is bonded to, with distances in Å.
Geometry (Å):
1 O -1.5373 -0.1971 0.0573  H2 0.954, H3 0.940
2 H -1.9388 0.6327 -0.1896  O1 0.954
3 H -0.6970 -0.2468 -0.3622  O1 0.940
4 O 1.1137 -0.0761 -0.0841  H5 0.995, H6 0.957
5 H 1.6799 -0.8382 0.2124  O4 0.995
6 H 1.3795 0.7255 0.3662  O4 0.957

Output
ΔE to the lowest compared entry with this formula, charge and spin (kcal per mole): 4.24
Lowest unoccupied orbital energy (eV): 0.734
Maximum force (Eh/bohr): 0.0353
Orbital gap (eV): 11.472
Multiplicity: 1
E_tot (a.u.): -152.86818

***

4.
A cluster of 2 separate species, H4O2 in total, computed with ωB97M-V/def2-TZVPD.

Each atom is followed by the atoms it is bonded to, with distances in Å.
Geometry (Å):
1 O 0.0176 1.6701 -0.5632  H2 0.966, H3 0.962
2 H 0.1599 0.7142 -0.5526  O1 0.966
3 H -0.7897 1.7934 -1.0711  O1 0.962
4 O 0.3155 -1.1735 0.4269  H5 0.962, H6 0.964
5 H 0.2954 -2.1342 0.4743  O4 0.962
6 H 0.0014 -0.8699 1.2857  O4 0.964

Output
ΔE to the lowest compared entry with this formula, charge and spin (kcal per mole): 0.75
Lowest unoccupied orbital energy (eV): 0.731
Maximum force (Eh/bohr): 0.0018
Orbital gap (eV): 11.839
Multiplicity: 1
E_tot (a.u.): -152.87373